[1]
Entry from OMol25: a cluster of 3 separate species, C29H57FIN2O10S in total (the ωB97M-V functional and the def2-TZVPD basis).

XYZ file:
```
101
Properties=species:S:1:pos:R:3:forces:R:3
C 1.5797 -1.2389 5.5263 -0.1 -0.2 -0.1
C 2.6291 -2.2726 5.1088 0.1 0.2 0.2
C 3.8488 -1.6254 4.4466 -0.2 -0.1 -0.3
C 3.5847 -1.3359 2.9655 0.0 -0.1 0.1
C 4.4508 -0.2362 2.3337 -0.2 -0.2 0.0
C 3.6628 0.6503 1.3635 0.2 -0.2 -0.1
C 3.4714 0.0370 -0.0414 -0.1 -0.2 0.1
C 2.0394 -0.4600 -0.3418 0.2 0.0 -0.1
C 1.9179 -1.9625 -0.6579 -0.3 0.2 0.1
C 0.5563 -2.5332 -0.2455 0.1 0.2 0.0
C 0.4000 -2.6670 1.2823 -0.2 -0.2 -0.1
C -0.4558 -1.6122 2.0173 0.1 0.0 0.2
C -1.7633 -2.1879 2.5882 0.2 0.2 -0.1
C -2.8817 -1.2110 2.9894 -0.5 0.0 -0.1
C -3.8872 -2.0025 3.8544 0.3 -0.3 0.4
N -4.6010 -1.2167 4.8181 -0.1 0.2 -0.2
N -4.8013 -2.5402 2.8047 0.2 -0.2 0.1
O -5.5240 -3.6319 3.1269 -0.3 0.2 -0.1
C -5.1090 -4.8572 2.4264 0.1 -0.3 -0.1
C -5.0637 -5.9889 3.4282 -0.2 -0.1 0.0
C -4.3284 -7.2011 2.8548 0.1 -0.1 -0.1
C -2.8896 -6.9115 2.3980 -0.1 0.2 0.0
C -4.8019 -1.9002 1.6935 0.3 -0.2 0.0
I -5.8848 -2.3914 0.0621 -0.2 0.0 -0.1
C -3.8927 -0.6904 1.9149 -0.3 0.3 0.2
O -4.7950 0.2597 2.4075 0.1 0.3 0.0
S -3.1790 0.1140 0.4609 0.5 -0.3 0.1
O -2.5735 1.3004 0.9376 0.0 0.0 -0.1
O -2.5181 -0.8282 -0.3618 0.0 -0.2 -0.1
F -4.4935 0.5057 -0.2708 -0.1 0.1 0.0
H 1.8510 -0.7748 6.4746 0.0 0.1 -0.1
H 1.4793 -0.4520 4.7744 0.0 0.0 0.0
H 0.5979 -1.7006 5.6619 0.0 0.0 0.0
H 2.9487 -2.8190 5.9978 -0.1 -0.1 0.0
H 2.1826 -2.9972 4.4205 0.1 -0.1 0.0
H 4.7080 -2.2921 4.5353 0.1 0.1 0.1
H 4.0794 -0.6839 4.9534 0.1 -0.1 0.1
H 2.5290 -1.0578 2.8658 0.0 0.1 0.0
H 3.7050 -2.2740 2.4146 -0.1 0.0 -0.1
H 4.8877 0.3830 3.1203 0.0 0.0 0.0
H 5.2749 -0.7049 1.7904 0.2 0.1 0.1
H 2.6756 0.8269 1.8012 0.1 0.3 0.0
H 4.1741 1.6100 1.2808 -0.1 0.0 0.0
H 3.7822 0.7599 -0.7955 -0.1 0.0 0.0
H 4.1574 -0.8094 -0.1454 0.0 0.0 0.0
H 1.3922 -0.2007 0.5011 0.0 -0.1 0.0
H 1.6452 0.0913 -1.1992 -0.1 0.0 0.1
H 2.0257 -2.0968 -1.7357 0.2 -0.1 0.0
H 2.7092 -2.5224 -0.1509 0.0 0.0 -0.1
H -0.2090 -1.8749 -0.6487 -0.3 0.0 -0.1
H 0.4112 -3.5065 -0.7182 0.0 0.0 0.0
H -0.0169 -3.6557 1.5017 0.0 0.0 0.1
H 1.3969 -2.6689 1.7225 0.0 0.0 0.0
H -0.6276 -0.7368 1.4003 -0.1 0.1 -0.2
H 0.1284 -1.2695 2.8762 -0.1 0.2 0.0
H -1.4883 -2.6719 3.5296 0.0 -0.2 -0.1
H -2.1604 -2.9832 1.9451 0.0 0.1 -0.1
H -2.4810 -0.3452 3.5215 0.0 0.0 0.0
H -3.4271 -2.8936 4.2909 0.1 -0.1 -0.1
H -3.9457 -0.7157 5.4055 0.0 -0.1 0.1
H -5.2030 -1.7843 5.4024 0.0 0.0 0.1
H -5.8428 -5.0606 1.6486 -0.1 0.1 0.0
H -4.1456 -4.6861 1.9425 0.1 0.1 0.2
H -6.0911 -6.2722 3.6638 0.0 0.0 0.1
H -4.6076 -5.6616 4.3650 0.2 0.1 -0.1
H -4.9085 -7.6095 2.0245 0.0 0.0 0.0
H -4.3195 -7.9837 3.6122 -0.1 0.0 0.1
H -2.5357 -5.9525 2.7899 0.1 -0.1 0.1
H -2.1975 -7.6761 2.7411 0.0 0.0 -0.1
H -2.8173 -6.8472 1.3123 0.1 0.0 0.0
H -4.4811 0.6565 3.2341 -0.1 -0.2 -0.1
C -2.6556 3.6662 -2.4277 0.0 0.0 -0.1
C -1.3522 3.1573 -1.8497 -0.1 0.1 0.1
O -0.5671 2.4444 -2.8194 0.0 -0.1 0.0
C 0.0679 3.2039 -3.7132 0.1 0.0 0.0
O 0.0634 4.4075 -3.7473 0.0 0.1 0.0
O 0.7199 2.4039 -4.5514 0.0 0.0 0.0
C 1.3985 3.0874 -5.6150 0.1 0.0 -0.1
H -3.2218 2.8442 -2.8692 0.0 0.0 0.0
H -3.2557 4.1213 -1.6390 0.0 0.0 0.0
H -2.4779 4.4132 -3.1990 0.0 0.0 0.0
H -1.5471 2.4275 -1.0693 0.1 -0.1 0.0
H -0.7627 3.9679 -1.4222 0.0 0.0 -0.1
H 2.0712 3.8475 -5.2242 0.0 0.0 0.0
H 0.6741 3.5472 -6.2855 0.0 0.0 0.0
H 1.9631 2.3276 -6.1456 0.0 0.0 0.0
C 5.6575 8.0264 -8.6630 -0.1 0.0 0.1
C 5.2339 6.5779 -8.5701 0.1 -0.1 -0.2
O 4.5308 6.2952 -7.3453 0.0 -0.1 0.0
C 3.2697 6.7202 -7.3014 0.1 0.3 0.1
O 2.6756 7.2808 -8.1852 -0.1 -0.1 -0.1
O 2.7819 6.4478 -6.0898 0.0 -0.1 0.0
C 1.4444 6.9116 -5.8682 -0.1 -0.1 0.1
H 6.2605 8.3019 -7.7973 0.0 0.0 0.0
H 6.2528 8.1775 -9.5635 0.0 0.0 0.0
H 4.7916 8.6846 -8.7079 0.0 0.0 0.0
H 6.1013 5.9219 -8.5357 0.0 0.0 0.0
H 4.6117 6.2855 -9.4154 -0.1 0.0 0.0
H 0.7737 6.5273 -6.6340 0.0 0.1 0.0
H 1.4148 7.9998 -5.8663 0.0 0.0 -0.1
H 1.1482 6.5238 -4.8984 0.1 0.0 0.0
```
Positions in Å, forces in eV/Å.

Properties
**HOMO energy**: -11.7 eV
**2S+1**: 1
**Charge**: +1
**Total energy**: -2796.52882 Eh
**M**: 771.75 Da
**Strongest force on any atom**: 0.61 eV Å⁻¹


[2]
Entry from OMol25: a structure of composition C29H57FN5O3Si4SnTe (the ωB97M-V functional and the def2-TZVPD basis).

XYZ file:
```
101
Properties=species:S:1:pos:R:3:forces:R:3
Sn -2.1793 1.1694 -0.4219 0.0 0.7 -0.1
N -0.8064 3.5389 -0.8714 -0.1 0.0 0.0
C -0.1740 3.7662 -2.1852 0.0 -0.1 0.1
C -0.9783 3.0913 -3.2797 0.1 0.0 -0.1
C -2.3354 3.7244 -3.5804 -0.1 0.0 0.0
C -3.4699 3.4220 -2.6052 -0.1 0.1 0.0
N -3.5719 1.9731 -2.3168 0.2 -0.1 0.0
H -1.5756 4.1891 -0.7484 0.0 0.1 0.0
H -0.1562 3.7575 -0.1235 0.0 -0.1 0.0
H 0.8248 3.3305 -2.1535 0.0 0.0 0.0
H -0.0501 4.8329 -2.3973 0.0 0.0 0.0
H -1.0989 2.0359 -3.0111 0.0 0.0 -0.1
H -0.3886 3.0918 -4.1990 0.0 0.1 0.0
H -2.6517 3.3904 -4.5726 -0.1 0.0 0.0
H -2.2415 4.8106 -3.6522 0.0 0.0 0.0
H -4.3939 3.7977 -3.0482 0.0 -0.1 0.1
H -3.3566 3.9353 -1.6495 0.0 0.1 0.0
H -3.4674 1.4498 -3.1836 0.0 -0.1 0.1
H -4.5038 1.7506 -1.9748 0.0 0.0 0.0
C 0.6658 -3.9266 -5.4564 0.0 0.0 0.0
C 1.0707 -4.1017 -4.0039 0.0 0.0 0.1
N 0.8303 -2.8850 -3.1994 0.0 0.1 0.0
C -0.2817 -2.8199 -2.4559 0.1 0.0 0.1
C -0.6527 -1.7169 -1.7381 0.0 0.0 0.0
C -1.9023 -1.6823 -0.9058 0.0 0.3 -0.1
O -2.0960 -2.4396 0.0154 -0.1 -0.2 -0.1
O -2.6696 -0.6709 -1.2509 -0.2 -0.3 0.1
C 0.1405 -0.5489 -1.7650 -0.2 0.1 0.0
O -0.1534 0.5192 -1.1205 0.0 -0.1 -0.2
C 1.3379 -0.6136 -2.5706 0.0 0.0 0.0
C 2.1881 0.4985 -2.6719 0.0 0.0 0.0
C 3.3183 0.4320 -3.4253 0.0 0.0 0.0
F 4.1280 1.5045 -3.4718 0.0 0.0 0.0
C 3.6905 -0.7364 -4.1278 0.0 0.0 0.0
C 2.8484 -1.8263 -4.0376 0.0 0.0 0.0
C 1.6724 -1.7877 -3.2680 0.0 -0.1 0.0
N 4.8615 -0.8354 -4.9125 0.0 -0.1 0.0
C 5.4892 0.3599 -5.4570 0.0 0.0 0.0
C 6.3155 -0.0130 -6.6748 0.0 0.0 0.0
N 7.3540 -1.0269 -6.2721 0.0 0.0 0.0
C 6.7033 -2.2475 -5.6796 0.0 0.0 0.0
C 5.8486 -1.8243 -4.4991 0.0 0.0 0.0
H 0.8654 -4.8467 -6.0039 0.0 0.0 0.0
H 1.2103 -3.1161 -5.9403 0.0 0.0 0.0
H -0.3997 -3.7124 -5.5371 0.0 0.0 0.0
H 2.1173 -4.3814 -3.8926 0.0 0.0 0.0
H 0.4923 -4.8948 -3.5349 0.0 0.0 0.0
H -0.8925 -3.7136 -2.4465 0.0 0.0 0.0
H 1.9543 1.4006 -2.1251 0.0 0.0 0.0
H 3.1017 -2.7123 -4.5991 0.0 0.0 0.0
H 6.1245 0.8724 -4.7218 0.0 0.0 0.0
H 4.7317 1.0692 -5.7823 0.0 0.0 0.0
H 6.8323 0.8483 -7.0933 0.0 0.0 0.0
H 5.7048 -0.4845 -7.4428 0.0 0.0 0.0
H 7.9774 -0.6078 -5.5764 0.0 0.0 0.0
H 7.9378 -1.2817 -7.0710 0.0 0.0 0.0
H 7.4888 -2.9419 -5.3881 0.0 0.0 0.0
H 6.0987 -2.6874 -6.4709 0.0 0.0 0.0
H 6.4940 -1.4296 -3.6982 0.0 0.0 0.0
H 5.3595 -2.7118 -4.1045 0.0 0.0 0.0
C -3.8088 1.6638 7.3611 0.0 0.0 0.0
Si -3.5651 2.0156 5.5482 0.0 -0.1 0.0
C -5.0228 1.5127 4.5047 0.0 0.0 0.0
C -3.0153 3.7719 5.2326 0.0 0.0 0.0
Si -1.6834 0.7290 4.8410 -0.1 -0.1 0.2
Te -1.7588 -0.3497 2.6517 0.2 -0.1 0.2
Si 0.3745 0.5124 6.0302 0.0 0.0 0.0
C 1.1765 2.1878 5.8352 0.0 0.0 0.0
C -0.0600 0.1151 7.7968 0.0 0.0 0.0
C 1.3383 -0.8487 5.2055 0.0 0.0 0.0
Si -3.0721 -2.2728 3.7858 -0.1 0.1 0.1
C -2.9776 -1.8392 5.6086 0.0 -0.1 0.0
C -2.1383 -3.8032 3.3482 0.0 0.0 0.0
C -4.7960 -2.2096 3.1248 0.0 -0.1 0.0
H -4.6073 2.3082 7.7384 0.0 0.0 0.0
H -2.9148 1.8747 7.9487 0.0 0.0 0.0
H -4.1059 0.6321 7.5520 0.0 0.0 0.0
H -5.7988 2.2787 4.5759 0.0 0.0 0.0
H -5.4593 0.5764 4.8559 0.0 0.0 0.0
H -4.7586 1.3961 3.4522 0.0 0.0 0.0
H -3.8273 4.4440 5.5218 0.0 0.0 0.0
H -2.7907 3.9604 4.1817 0.0 0.0 0.0
H -2.1404 4.0427 5.8254 0.0 0.0 0.0
H 0.5967 2.9791 6.3125 0.0 0.0 0.0
H 1.3255 2.4558 4.7879 0.0 0.0 0.0
H 2.1594 2.1670 6.3123 0.0 0.0 0.0
H -0.6984 0.8706 8.2550 0.0 0.0 0.0
H 0.8626 0.0658 8.3811 0.0 0.0 0.0
H -0.5565 -0.8519 7.8899 0.0 0.0 0.0
H 1.3984 -0.7187 4.1244 0.0 0.0 0.0
H 0.8954 -1.8271 5.4013 0.0 0.0 0.0
H 2.3544 -0.8607 5.6074 0.0 0.0 0.0
H -1.9409 -1.7350 5.9484 0.0 0.0 0.0
H -3.4183 -2.6261 6.2280 0.0 0.0 0.0
H -3.5485 -0.9322 5.8325 0.0 0.0 0.0
H -1.1856 -3.8661 3.8745 0.0 0.0 0.0
H -1.9484 -3.8425 2.2748 0.0 0.0 0.0
H -2.7446 -4.6710 3.6232 0.0 0.0 0.0
H -5.2699 -1.2446 3.2964 0.0 0.0 0.0
H -5.3944 -2.9792 3.6215 0.0 0.0 0.0
H -4.8062 -2.4187 2.0542 0.0 0.0 0.0
```
Positions in Å, forces in eV/Å.

Properties
**HOMO energy**: -13.9 eV
**2S+1**: 1
**Charge**: +3
**Total energy**: -3378.23572 Eh
**M**: 901.46 Da
**Strongest force on any atom**: 0.73 eV Å⁻¹


Which of these has the highest M?
C29H57FN5O3Si4SnTe